1.
{"formula": "C2H5Br", "method": "the ωB97M-V functional and the def2-TZVPD basis", "symbols": ["H", "H", "C", "H", "H", "Br", "H", "C"], "coordinates": [[-1.75, 0.30, 0.38], [0.52, -0.66, 1.37], [-0.82, 0.13, -0.19], [-0.76, 0.89, -0.96], [-0.93, -0.86, -0.63], [2.49, -1.03, -1.49], [0.94, 1.04, 0.80], [0.31, 0.17, 0.72]], "fmax_ev_per_a": 1.5, "molar_mass_da": 109.0, "e_homo_ev": [-9.99, -8.71], "e_lumo_ev": [-0.8, -2.9]}

2.
{"formula": "C37H35O3P2STm", "method": "the ωB97M-V functional and the def2-TZVPD basis", "symbols": ["H", "C", "C", "H", "C", "H", "C", "C", "O", "H", "C", "H", "S", "C", "H", "C", "C", "H", "C", "C", "C", "C", "H", "C", "C", "H", "H", "H", "H", "C", "H", "H", "C", "C", "C", "H", "H", "P", "C", "H", "C", "C", "C", "H", "C", "H", "H", "H", "C", "H", "C", "C", "C", "H", "H", "H", "Tm", "H", "H", "C", "O", "C", "H", "H", "C", "C", "C", "C", "H", "C", "H", "H", "O", "H", "H", "C", "C", "P", "H"], "coordinates": [[-3.73, -0.49, -3.99], [3.56, 1.21, 0.32], [-3.42, 0.53, -3.76], [0.86, 5.75, 4.05], [2.53, -0.38, 2.48], [3.69, 3.33, 1.88], [1.12, 4.82, 3.54], [3.08, -2.32, 4.40], [-1.49, 0.20, 2.14], [-3.73, 0.33, -0.06], [-3.14, -1.46, -1.12], [-2.81, -3.39, -2.06], [-1.40, -1.08, 3.03], [0.17, 3.79, 3.46], [4.69, -0.46, 1.13], [2.35, -2.66, 3.25], [-2.44, 0.77, -2.77], [1.77, -2.05, 1.26], [0.14, -3.51, -4.99], [-3.93, -0.74, -0.21], [-5.16, -2.74, 0.32], [-3.61, 2.91, -4.14], [4.13, -0.76, 5.47], [-3.39, -2.83, -1.33], [-0.99, -1.74, -3.12], [-3.12, -1.76, 4.38], [-5.95, -3.24, 0.90], [-4.05, 3.76, -4.67], [3.58, 1.00, 3.78], [2.14, -1.71, 2.25], [0.56, -4.79, -3.28], [1.08, 0.15, -1.41], [4.70, 0.40, 0.46], [-0.36, -2.27, -5.41], [-3.06, -1.54, 3.30], [-1.25, -0.40, -4.82], [-4.55, -4.54, -0.71], [2.02, 0.88, 1.25], [0.50, 2.59, 2.84], [2.69, 2.89, -0.73], [-3.99, 1.60, -4.44], [5.87, 0.70, -0.25], [-4.94, -1.37, 0.49], [0.55, -4.22, -5.71], [1.75, 2.41, 2.22], [-3.72, -0.71, 3.01], [4.76, 3.41, -2.01], [6.82, 2.03, -1.67], [2.70, 3.44, 2.32], [-3.24, -2.43, 2.69], [3.25, -0.03, 3.63], [0.14, -3.84, -3.63], [4.75, 2.57, -1.31], [-1.35, 2.27, -1.67], [3.13, 5.43, 3.06], [-0.23, 1.78, 2.82], [-0.30, -0.64, 0.56], [-0.44, -3.23, -1.64], [-2.38, 4.18, -2.89], [3.59, 2.28, -0.59], [-0.88, -2.12, 2.01], [-0.90, -1.38, -4.48], [0.73, 0.83, -1.27], [6.76, 0.09, -0.11], [3.54, -1.01, 4.58], [-2.08, 2.09, -2.46], [2.39, 4.64, 2.98], [-0.43, -2.97, -2.70], [3.27, -3.08, 5.16], [-4.38, -3.47, -0.58], [-4.74, 1.42, -5.22], [-0.83, 3.91, 3.89], [-0.58, -0.89, 4.20], [-0.34, -2.01, -6.47], [-5.57, -0.79, 1.17], [5.90, 1.79, -1.13], [-2.67, 3.16, -3.14], [-1.68, -0.61, -1.87], [1.95, -3.66, 3.11]], "spin_multiplicity": 3, "fmax_ev_per_a": 1.8, "molar_mass_da": 790.6, "total_charge": 2, "e_homo_ev": [-13.84, -13.84], "e_lumo_ev": [-6.3, -6.8], "s2": 2.00}

3.
{"formula": "C34H57AlN3O2SSi", "method": "the ωB97M-V functional and the def2-TZVPD basis", "symbols": ["C", "H", "H", "O", "H", "H", "C", "H", "C", "H", "H", "H", "C", "S", "H", "H", "O", "C", "H", "H", "H", "C", "H", "C", "C", "H", "H", "H", "N", "H", "H", "C", "C", "H", "C", "H", "H", "H", "H", "H", "H", "H", "C", "H", "H", "H", "C", "H", "H", "H", "H", "C", "C", "H", "H", "C", "C", "C", "C", "C", "C", "H", "H", "H", "H", "H", "H", "H", "C", "C", "C", "H", "C", "H", "H", "H", "H", "H", "Al", "H", "Si", "H", "C", "C", "C", "H", "N", "C", "H", "C", "H", "C", "C", "H", "C", "H", "N", "H", "C"], "coordinates": [[-0.19, 3.82, 0.69], [-1.52, -3.98, 2.61], [0.38, 2.87, -3.30], [-0.12, 1.51, -0.25], [-0.41, -0.49, -3.29], [0.01, 4.35, -0.23], [-0.50, 0.08, 3.90], [-5.46, -2.20, 0.10], [0.53, -2.90, -1.35], [-0.39, -3.63, -3.15], [-1.12, 2.03, 1.45], [-4.19, 1.63, 0.08], [-1.54, -4.23, 0.01], [-1.31, 0.06, 5.25], [0.75, 3.68, 1.24], [-3.06, -1.10, 3.19], [-2.64, 0.44, -2.11], [-0.46, -3.58, -2.06], [-2.33, -4.76, 0.55], [-0.61, 3.56, -2.01], [-4.93, -1.23, -1.30], [-0.60, -3.52, 2.24], [-4.67, 0.84, -2.43], [-3.69, 1.34, -2.54], [4.74, 0.24, 2.64], [-3.99, -2.66, -0.79], [-3.44, -2.63, 2.36], [-5.48, 0.85, 1.02], [0.13, 0.07, 2.86], [3.47, 0.10, -1.14], [-1.43, 0.15, -4.61], [3.13, 1.81, 1.04], [3.25, -1.70, 2.17], [5.46, 0.50, 1.85], [3.43, 4.15, 1.54], [0.25, -4.07, 2.69], [3.64, -4.20, 1.65], [-2.51, -1.61, -2.34], [-4.31, 2.62, -4.12], [-0.56, -2.49, 2.64], [1.91, -4.58, 1.52], [4.58, 1.13, 3.25], [3.48, -0.34, 2.07], [-1.55, 0.31, -0.44], [2.84, -4.16, 0.07], [1.46, 2.66, -0.95], [-2.55, -0.72, -2.97], [-1.00, 1.96, -2.68], [-3.70, 1.06, -4.70], [5.11, 0.18, -0.44], [-3.48, -0.79, -3.58], [3.92, 1.95, -0.11], [-1.34, -0.66, -3.86], [-2.27, -4.75, -1.95], [4.43, 5.31, 0.02], [-1.50, -4.23, -1.39], [-0.56, -3.57, 0.75], [-0.19, 2.64, -2.40], [1.66, -2.20, -2.04], [2.35, 2.68, 3.28], [-3.70, -1.57, 2.44], [1.73, -2.53, -3.08], [1.53, -1.10, -2.06], [4.95, 3.32, -1.40], [-4.74, -1.51, 2.80], [-1.43, -1.48, -0.34], [1.20, 1.10, -1.76], [-1.24, -1.61, -4.40], [0.69, 1.98, -1.36], [4.32, 0.76, -0.93], [2.71, -3.93, 1.14], [3.96, -2.25, 2.80], [-3.54, 1.85, -3.96], [-1.87, 2.62, -0.03], [5.22, -0.51, 3.27], [-2.56, 2.31, -4.14], [1.66, 1.83, 3.31], [-4.03, 1.46, 1.85], [0.87, -0.23, 1.23], [-0.84, 4.45, 1.31], [-3.59, -0.72, 0.76], [2.63, -2.40, -1.56], [-0.90, 2.51, 0.49], [4.10, 4.32, 0.33], [-1.74, -0.60, 0.24], [3.27, 5.00, 2.21], [2.64, 0.49, 1.39], [2.43, -2.49, 1.37], [-3.67, 2.18, -1.83], [0.44, -2.86, 0.05], [1.80, 3.59, 3.58], [4.37, 3.22, -0.48], [-4.39, 0.97, 0.93], [-1.13, -0.55, 1.17], [2.95, 2.89, 1.92], [4.72, 1.12, -1.89], [1.31, -1.97, 0.79], [3.12, 2.52, 4.05], [-4.58, -1.80, -0.43]], "fmax_ev_per_a": 2.7, "molar_mass_da": 627.0, "total_charge": 1, "e_homo_ev": -11.51, "e_lumo_ev": -2.7}

4.
{"formula": "C28H30N6OS", "method": "the ωB97M-V functional and the def2-TZVPD basis", "symbols": ["C", "H", "H", "H", "H", "C", "C", "C", "H", "C", "H", "H", "C", "N", "H", "H", "H", "C", "N", "N", "C", "H", "O", "C", "C", "H", "H", "H", "C", "H", "H", "C", "C", "H", "C", "H", "C", "C", "C", "C", "C", "C", "H", "H", "H", "C", "H", "H", "H", "C", "H", "C", "H", "S", "N", "C", "C", "H", "H", "H", "C", "C", "H", "N", "C", "N"], "coordinates": [[5.91, -1.03, -0.36], [9.29, -2.44, -1.56], [9.23, -0.64, 0.12], [2.41, 0.65, 3.23], [-2.23, 2.86, -2.40], [-6.58, 0.75, 1.18], [1.59, 2.32, -1.37], [-7.80, -2.15, 0.33], [-0.04, 0.45, 2.06], [-5.52, -2.04, -0.38], [-4.07, 1.12, 1.66], [-7.31, -4.05, -2.42], [3.32, 0.72, 1.30], [-3.81, 1.48, 0.75], [1.99, 2.06, 2.24], [2.58, 3.61, -2.72], [5.02, -2.41, -1.73], [2.82, 2.79, -2.05], [-2.46, 1.46, 0.60], [1.63, 1.34, -0.40], [5.94, -2.04, -1.32], [5.86, -1.24, 2.23], [3.61, -0.36, -2.00], [-4.77, 1.39, -0.23], [3.67, -0.09, -0.81], [-5.02, -3.17, -2.12], [-9.09, -3.38, -0.85], [-7.67, 0.80, 1.02], [7.16, -2.54, -1.75], [-6.81, -0.93, 2.51], [7.08, 0.30, 0.86], [-2.76, 2.71, -1.47], [-1.93, 2.01, -0.44], [0.84, -0.72, 1.06], [-6.52, -1.66, 0.51], [7.18, -3.32, -2.49], [-8.09, -3.01, -0.72], [8.31, -1.03, -0.28], [0.29, 2.70, -1.52], [2.79, 0.70, 0.04], [4.94, -0.71, 2.47], [-5.81, -2.89, -1.43], [4.19, -1.45, 2.79], [-5.16, -0.74, 1.88], [-6.32, 1.45, 1.98], [-7.09, -3.38, -1.60], [-0.06, 3.46, -2.19], [3.56, 3.14, -1.32], [3.27, 1.98, -2.62], [-0.50, 1.93, -0.62], [-4.52, -1.66, -0.25], [0.37, 1.10, 0.06], [-0.89, -0.42, 0.80], [-4.23, 1.68, -1.88], [-5.99, 1.11, -0.08], [7.10, -0.52, 0.15], [0.06, 0.04, 1.05], [5.13, -0.02, 3.29], [-8.59, -1.86, 1.02], [3.58, 1.95, 3.01], [8.35, -2.05, -1.22], [2.79, 1.38, 2.52], [-3.13, 3.67, -1.09], [4.68, -0.52, 0.05], [-6.22, -0.69, 1.62], [4.50, 0.03, 1.32]], "fmax_ev_per_a": 0.9, "molar_mass_da": 498.7, "e_homo_ev": -7.43, "e_lumo_ev": 0.4, "smiles": "Cc1cc(C2=NN/C(=N\\CCc3ccccc3)SC2)c(C)n1-c1c(C)n(C)n(-c2ccccc2)c1=O"}

Which formula does entry 2 have? C37H35O3P2STm